1 | {
  "formula": "C4H13NOS",
  "method": "ωB97M-V/def2-TZVPD",
  "symbols": ["C", "N", "C", "C", "C", "S", "H", "H", "H", "H", "H", "H", "H", "H", "H", "H", "H", "O", "H", "H"],
  "xyz": [[-0.91066, -1.71660, -0.01343], [0.23707, -1.01388, 0.55469], [0.66890, 0.23001, -0.03589], [-0.17098, 1.49979, 0.35829], [-1.39799, 1.70747, -0.55749], [-1.21769, 2.56901, -2.08726], [-1.93308, -1.46881, 0.31021], [-0.70369, -2.78307, 0.03789], [-1.06395, -1.46460, -1.07062], [0.04358, -0.91647, 1.54408], [0.57227, 0.13546, -1.12332], [1.72330, 0.43697, 0.14013], [0.45343, 2.39620, 0.38551], [-0.51390, 1.33659, 1.38500], [-2.21143, 2.16639, 0.00701], [-1.76209, 0.68536, -0.67855], [-0.06376, 2.05900, -2.53954], [2.73597, -2.27742, 1.04281], [3.53090, -1.89859, 1.35045], [1.98380, -1.68281, 0.99001]],
  "nbo_charge": [-0.426, -0.658, -0.216, -0.419, -0.557, -0.007, 0.182, 0.211, 0.197, 0.362, 0.191, 0.198, 0.211, 0.201, 0.233, 0.202, 0.115, -0.976, 0.465, 0.491],
  "homo_lumo_gap_ev": 10.03,
  "smiles": "CNCCCS.O",
  "e_lumo_ha": 0.031
}


2 | {
  "formula": "C4H13NOS",
  "method": "ωB97M-V/def2-TZVPD",
  "symbols": ["C", "C", "N", "C", "C", "S", "H", "H", "H", "H", "H", "H", "H", "H", "H", "H", "H", "O", "H", "H"],
  "xyz": [[2.19497, 1.59116, -0.65462], [1.27443, 0.36086, -0.82027], [1.89533, -0.33171, -1.95281], [1.04726, -0.44776, 0.45038], [0.51659, 0.25343, 1.71051], [-1.24938, 0.71223, 1.59526], [3.19545, 1.37748, -0.97476], [2.19957, 1.89018, 0.41906], [1.84973, 2.31766, -1.40138], [0.29767, 0.76167, -1.18445], [1.34071, -0.85086, -2.63193], [2.39799, -1.16001, -1.61019], [0.32437, -1.22943, 0.20226], [2.00989, -0.91413, 0.71591], [0.72679, -0.35054, 2.57362], [1.10362, 1.17416, 1.83327], [-1.37047, 0.29819, 0.33908], [-6.57319, -1.54047, 0.20695], [-6.20980, -2.41905, 0.09459], [-6.97150, -1.49307, 1.08953]],
  "nbo_charge": [-0.613, -0.052, -0.844, -0.421, -0.506, -0.039, 0.219, 0.191, 0.220, 0.183, 0.362, 0.346, 0.207, 0.206, 0.220, 0.209, 0.114, -0.942, 0.470, 0.472],
  "homo_lumo_gap_ev": 9.87,
  "smiles": "C[C@@H](N)CCS.O",
  "e_lumo_ha": 0.029
}


The calculated energies rank the structures as follows, beginning with the most stable: 2, 1.


1 | {
  "formula": "C3H15NO3",
  "method": "ωB97M-V/def2-TZVPD",
  "symbols": ["C", "C", "C", "N", "H", "H", "H", "H", "H", "H", "H", "H", "H", "H", "H", "O", "H", "H", "O", "H", "H", "O"],
  "xyz": [[1.98607, 0.84296, 1.94741], [0.64412, 1.56612, 1.61239], [0.76160, 3.06468, 1.42106], [-0.06383, 0.98516, 0.49100], [2.23909, 0.93936, 2.98934], [1.94966, -0.18845, 1.60160], [2.74903, 1.29135, 1.29413], [0.05229, 1.40036, 2.52112], [-0.24624, 3.39765, 1.18076], [1.19994, 3.59996, 2.26506], [1.38565, 3.33864, 0.57209], [-0.38565, 0.04019, 0.67770], [0.51800, 0.86441, -0.32906], [-1.85739, -5.96129, -1.14054], [-0.88310, -6.42814, -0.10143], [-1.22646, -5.59019, -0.49024], [0.35176, 2.80112, -3.68922], [-0.43281, 2.96089, -2.40176], [-0.48073, 3.16641, -3.34760], [-0.87614, -3.02207, -1.57048], [-1.87779, -3.48617, -0.55393], [-1.33751, -2.71167, -0.77279]],
  "nbo_charge": [-0.636, -0.049, -0.615, -0.852, 0.202, 0.219, 0.188, 0.177, 0.221, 0.202, 0.191, 0.383, 0.343, 0.270, 0.318, -1.466, 0.462, 0.474, -0.944, 0.453, 0.486, -1.026],
  "charge": -1,
  "homo_lumo_gap_ev": [1.78, 9.29],
  "spin_multiplicity": 2,
  "e_lumo_ha": [0.098, 0.095]
}


2 | {
  "formula": "C3H15NO3",
  "method": "ωB97M-V/def2-TZVPD",
  "symbols": ["C", "C", "C", "N", "H", "H", "H", "H", "H", "H", "H", "H", "H", "H", "H", "O", "H", "H", "O", "H", "H", "O"],
  "xyz": [[-1.23534, -0.63249, -0.45589], [-1.63799, -2.10503, -0.49590], [-2.29819, -2.64508, -1.77579], [-0.81461, -0.11981, -1.80605], [-0.37750, -0.36757, 0.15467], [-2.05800, 0.01995, -0.12890], [-2.23734, -2.35314, 0.40940], [-0.75304, -2.68659, -0.23799], [-1.55562, -2.64098, -2.57776], [-3.21319, -2.10800, -1.96664], [-2.62464, -3.67898, -1.69031], [-1.62456, -0.13424, -2.40288], [-0.02877, -0.69537, -2.08499], [2.76989, 2.22287, 0.82314], [1.52708, 2.86112, 1.45645], [2.01371, 2.78282, 0.62021], [2.59441, -1.10116, 0.84627], [1.87839, -1.04731, -0.54041], [2.71912, -1.01159, -0.09566], [0.70414, 3.18055, 4.14337], [-0.36148, 3.42603, 3.06779], [0.50178, 3.00079, 3.20268]],
  "nbo_charge": [-0.312, -0.463, -0.618, -0.831, 0.201, 0.187, 0.202, 0.192, 0.204, 0.199, 0.204, 0.347, 0.338, 0.450, 0.500, -0.991, 0.447, 0.465, -0.982, 0.334, 0.375, -1.445],
  "charge": -1,
  "homo_lumo_gap_ev": [2.12, 9.61],
  "spin_multiplicity": 2,
  "e_lumo_ha": [0.110, 0.107]
}


The calculated energies rank the structures as follows, beginning with the most stable: 1, 2.


1 | {
  "formula": "C2H5BO",
  "method": "ωB97M-V/def2-TZVPD",
  "symbols": ["C", "C", "O", "H", "H", "B", "H", "H", "H"],
  "xyz": [[1.46194, 0.34112, -0.52426], [2.72064, 0.62052, -0.37133], [3.80558, 0.85427, -0.05005], [0.82726, 0.26266, -1.33081], [0.92239, -0.22730, 0.21669], [-2.41990, -0.49901, 0.45170], [-3.58235, -0.25901, 0.51308], [-2.05620, -0.95028, 1.53585], [-1.67935, -0.14296, -0.44086]],
  "nbo_charge": [-0.821, 0.734, -0.448, 0.262, 0.273, 0.300, -0.100, -0.099, -0.101],
  "homo_lumo_gap_ev": 9.10,
  "smiles": "C=C=O.B",
  "e_lumo_ha": -0.011
}


2 | {
  "formula": "C2H5BO",
  "method": "ωB97M-V/def2-TZVPD",
  "symbols": ["B", "C", "C", "O", "H", "H", "H", "H", "H"],
  "xyz": [[-2.57796, -0.90008, 0.10806], [1.20900, 0.01692, 0.95482], [1.70152, 0.75589, -0.24925], [0.14546, -0.41099, 1.17023], [-2.54011, -1.99881, -0.20149], [-3.61438, -0.22377, -0.05916], [1.56269, 0.23146, -1.14282], [1.22246, 1.74741, -0.35708], [2.89133, 0.78197, -0.22333]],
  "nbo_charge": [0.335, 0.513, -0.769, -0.467, -0.179, -0.161, 0.240, 0.254, 0.234],
  "homo_lumo_gap_ev": [7.65, 8.12],
  "e_lumo_ha": [-0.004, 0.010]
}


The calculated energies rank the structures as follows, beginning with the most stable: 1, 2.